C31H35HoN4O5S as an isolated structure, computed with wB97M-V/def2-TZVPD.

Each line ends with the Löwdin charge.
Atoms and positions in Å:
Ho: -0.68148 0.15283 -0.07588  1.692
S: 0.84851 3.61346 0.58292  1.018
O: 0.34182 2.18873 0.38066  -0.662
O: 1.12768 -0.62435 0.73628  -0.143
O: 7.01930 -1.92543 -0.86793  0.071
O: 6.06496 -2.13073 1.21921  0.054
O: 1.07667 0.10931 -1.33994  -0.170
N: -3.23762 -0.46365 -0.37083  -0.229
N: -0.84559 -2.27893 -1.18803  0.047
N: -1.69135 -0.78470 1.97180  0.013
N: -2.47381 2.00469 0.31676  0.004
C: -3.42176 1.98256 -0.62398  -0.278
C: -3.03185 4.28414 0.77064  -0.022
C: 0.25235 3.51560 -2.14145  -0.103
C: 3.86044 -1.27861 0.57272  0.097
C: -3.01487 -0.98383 2.06265  -0.266
C: 0.22203 -4.79220 -0.59260  -0.016
C: -3.94165 4.28094 -0.28096  -0.011
C: 3.72816 -0.66872 -1.79645  -0.004
C: -1.06326 -4.45809 -0.21867  -0.001
C: 2.63451 3.45230 0.68302  -0.358
C: 5.16083 -1.61950 0.34606  -0.197
C: -3.88831 -0.43430 0.96086  -0.108
C: -3.05413 -2.96900 -0.36660  -0.100
C: 5.05575 -1.03363 -2.00959  0.048
C: 0.37148 -2.66386 -1.63277  -0.122
C: -3.57764 -1.66363 3.13082  0.000
C: -4.15168 3.10614 -0.98117  0.011
C: 0.65558 4.45221 -1.01515  -0.346
C: -1.58065 -3.21531 -0.56273  -0.262
C: 3.14069 -0.78761 -0.53891  -0.161
C: 0.93964 -3.88814 -1.36211  -0.020
C: 1.74501 -0.41488 -0.37715  -0.600
C: -3.57841 -1.72994 -1.05472  -0.180
C: -2.75328 -2.18681 4.11331  -0.011
C: 5.74528 -1.50243 -0.91505  -0.200
C: -2.31542 3.13295 1.02455  -0.133
C: -1.38215 -2.00667 4.00737  -0.019
C: 3.30631 2.91918 -0.56901  -0.101
C: 7.30898 -2.20116 0.51356  -0.079
C: -0.90110 -1.28230 2.93708  -0.097
C: -3.72587 0.63254 -1.22628  -0.125
H: -1.58500 3.09706 1.82192  0.105
H: -4.14590 0.59071 1.21863  0.132
H: 0.90116 -1.94441 -2.23795  0.109
H: -3.17470 -1.68333 -2.06645  0.128
H: -3.31816 -2.99900 0.69205  0.116
H: -4.65012 -1.79962 3.17617  0.131
H: -2.87986 5.16205 1.38220  0.123
H: -4.50199 5.17277 -0.52828  0.127
H: -3.17529 -2.73733 4.94352  0.127
H: 3.13989 -0.28133 -2.61683  0.127
H: 1.92383 -4.12008 -1.74307  0.122
H: -3.25967 0.52599 -2.21152  0.142
H: 3.32791 3.65720 -1.37049  0.082
H: -3.57115 -3.82246 -0.81231  0.143
H: 1.03516 2.79965 -2.38697  0.073
H: 4.33897 2.66079 -0.33540  0.095
H: 0.02951 4.10971 -3.02688  0.095
H: -0.10121 5.21670 -0.84074  0.087
H: -1.69319 -5.16846 0.30096  0.130
H: -0.65313 2.95994 -1.88199  0.056
H: -4.88905 3.04779 -1.77074  0.132
H: -4.82789 -0.99527 0.93036  0.142
H: 3.39710 -1.38151 1.54274  0.137
H: 0.63886 -5.75587 -0.33165  0.125
H: 7.72283 -3.20218 0.60047  0.146
H: 0.15982 -1.10169 2.82210  0.107
H: -0.69884 -2.40630 4.74222  0.122
H: -4.66976 -1.79883 -1.13696  0.138
H: 1.60322 4.95482 -1.21044  0.091
H: 7.99277 -1.44244 0.89457  0.146
H: 5.52427 -0.95833 -2.97991  0.132
H: 2.99991 4.43781 0.98203  0.105
H: 2.76126 2.77841 1.53300  0.098
H: -4.80931 0.56621 -1.38590  0.147
H: 2.81367 2.02169 -0.93073  0.051

Summary:
**Multiplicity**: 5
**E_HOMO (spin up / spin down)**: -0.4676 / -0.4677 Ha
**F_max**: 2.66 eV/A
**Calculated total energy**: -85537.4647 eV
**LUMO level (spin up / spin down)**: -4.89 / -4.87 eV
**Total charge**: +2
**Expectation value of S²**: 6.00

---

CH4O11V3 as an isolated structure, computed with wB97M-V/def2-TZVPD.

Each line ends with the Löwdin charge.
Atoms and positions in Å:
V: 2.87192 1.06331 -0.31954  1.136
V: -0.52914 1.28205 2.56450  1.116
V: -0.24308 -2.48855 -0.06470  1.003
O: -1.94250 0.83890 3.09301  -0.226
O: -1.17768 -1.41608 -1.69686  -0.046
O: -0.09135 2.57177 3.36591  -0.219
O: -1.57190 -3.21777 0.38189  -0.249
O: 1.06778 1.08924 1.05688  -0.146
O: 1.38699 -0.70534 -0.24478  -0.061
O: 0.65792 -3.49470 -0.85620  -0.250
O: -1.52857 1.16301 -1.39582  0.000
O: 3.96094 0.54825 -1.31204  -0.213
O: 3.25496 2.55507 0.04636  -0.231
O: -0.35767 -0.62411 1.18713  -0.089
C: 0.68312 -0.09474 0.64301  -0.832
H: -2.37650 1.42721 -1.77980  0.103
H: -1.40352 -0.46961 -1.52532  0.026
H: -1.54514 1.48971 -0.48879  0.062
H: -1.11657 -1.51763 -2.65483  0.116

Summary:
**Relative energy (zero: lowest compared OMol25 entry of this formula, charge and spin)**: 0.0 kcal per mole
**E_HOMO**: -0.5389 Ha
**F_max**: 2.50 eV/A
**Calculated total energy**: -100680.2920 eV
**LUMO level**: -6.59 eV
**Total charge**: +1